# 1
DFT (ωB97M-V/def2-TZVPD) results for a 2-piece molecular cluster, C9H17FN2O4SSi overall.

* total charge: 0
* HOMO level: -0.348 Ha
* HOMO-LUMO gap: 0.3300 hartree
* SMILES string: CC(=O)OC[Si@@](S)(CCCF)CON=O.CC#N

```
35
Properties=species:S:1:pos:R:3:forces:R:3:nbo_charge:R:1
N -1.4658 4.9045 -1.7740 -0.08 -0.02 0.00 -0.3372
C -0.3315 5.0512 -1.6914 0.22 0.00 0.02 0.2906
H 1.4204 5.1541 -0.5421 0.01 -0.02 0.00 0.2578
H 2.8797 0.6040 1.6095 0.09 0.04 -0.18 0.2160
H -0.8582 1.3463 0.0086 0.03 0.02 -0.01 0.2492
C -0.9372 0.2864 0.2584 0.28 -0.36 -0.27 -0.8784
H -1.6346 -4.0754 -0.3907 -0.08 -0.04 0.02 0.2409
H -0.7768 -5.5701 0.0491 -0.02 -0.09 0.02 0.2379
C -3.1001 -0.2247 -1.0077 0.69 -0.02 -0.34 0.0637
H 0.1908 -1.2664 2.9016 -0.07 -0.13 0.02 0.2097
F -3.7348 -1.3663 -1.4785 -0.24 -0.18 0.02 -0.3723
H 1.4326 1.3226 2.3002 0.07 0.13 -0.01 0.2146
Si 0.7596 -0.4300 0.6730 -0.01 -0.23 -0.10 1.4495
C 0.5470 -1.7826 2.0032 0.19 0.92 0.44 -0.5311
O 3.7375 1.5511 -0.5687 0.14 0.01 0.57 -0.2365
H -1.5466 0.2158 1.1650 0.01 -0.04 0.02 0.2341
H -3.2770 0.5543 -1.7488 -0.15 0.17 0.16 0.1683
H -1.9268 -4.7978 1.1995 -0.09 -0.08 -0.10 0.2354
S 1.5582 -1.3112 -1.1238 0.00 0.22 -0.02 -0.4326
C -0.0399 -3.8167 0.9946 -0.35 -0.89 -0.25 0.8022
C 1.1168 5.2283 -1.5843 -0.14 -0.02 0.00 -0.7203
O -0.4727 -2.7341 1.6723 0.14 0.07 -0.39 -0.5200
O 1.1127 -4.1227 0.8701 0.33 0.28 0.09 -0.5941
H 2.7578 -1.6932 -0.6383 -0.27 0.08 0.12 0.1679
H -1.1167 -0.1990 -1.8249 0.08 -0.32 -0.10 0.2151
C 1.8736 0.9507 1.3708 -0.50 -0.60 -0.15 -0.5481
C -1.1784 -4.6380 0.4251 0.19 0.60 0.32 -0.7137
H 1.4028 6.2035 -1.9726 -0.01 0.01 0.00 0.2529
O 1.8871 2.0562 0.4341 0.13 0.18 0.67 -0.4431
H -3.5307 0.0544 -0.0477 -0.13 -0.09 0.05 0.1570
H 1.4931 -2.2528 2.2721 -0.07 -0.23 -0.12 0.2318
H -1.4556 -1.5718 -0.7413 -0.08 -0.07 -0.11 0.2171
N 3.1870 2.4175 -0.0190 -0.05 0.07 -0.88 0.3978
H 1.6248 4.4553 -2.1573 0.00 -0.01 0.00 0.2540
C -1.5979 -0.5034 -0.8963 -0.26 0.65 0.49 -0.4360
```
Forces are in eV/Å.

# 2
DFT (ωB97M-V/def2-TZVPD) results for a 4-piece molecular cluster, C3H10NO3S overall.

* total charge: -1
* HOMO level: -0.169 Ha
* energy relative to the best compared isomer or geometry (same formula, charge and spin): 159.1 kcal/mol
* HOMO-LUMO gap: 0.1668 hartree

```
18
Properties=species:S:1:pos:R:3:forces:R:3:nbo_charge:R:1
H 2.0563 1.4212 -1.4528 0.33 -0.14 -0.32 0.4539
H 1.8301 -1.8570 0.8069 -0.02 -0.03 0.18 0.2901
O 1.1165 1.5615 -1.3497 -0.30 -0.23 0.29 -0.9924
N -1.1115 -0.2435 0.9308 2.23 1.17 -0.83 -0.6037
H 0.2223 -2.0260 -1.4378 0.70 -0.14 -0.53 0.2043
H -0.2535 0.2646 1.2805 0.10 -0.19 0.57 0.4269
S 2.9316 -1.1084 -1.1651 0.04 0.00 0.11 -0.1972
H 1.0147 1.5386 -0.3288 -0.34 0.79 -0.53 0.4946
H -1.8055 -0.7336 -0.7791 -0.29 -1.07 -0.64 0.2883
C 0.3463 -1.3684 -0.5982 0.33 -0.75 -0.03 0.0166
O 0.8973 1.6774 1.1501 -0.56 -0.79 0.84 -1.1410
H 0.1535 2.1402 1.5735 0.44 -0.06 -0.40 0.4426
H 1.5350 -0.1524 0.5687 0.16 0.20 0.31 0.3575
H -1.9718 0.3521 0.8380 -1.41 -0.63 0.29 0.4864
C 1.6298 -1.1156 0.0212 -0.48 -0.34 -0.48 -0.7246
O -3.3709 0.2391 0.1073 0.40 -0.05 -0.08 -1.3290
H -4.3167 0.2850 0.0288 -0.33 0.22 0.05 0.4360
C -0.9036 -0.8747 -0.1943 -1.01 2.06 1.20 0.0907
```
Forces are in eV/Å.

# 3
DFT (ωB97M-V/def2-TZVPD) results for C6H16N2 as an isolated structure.

* total charge: 0
* HOMO level: -0.256 Ha
* energy relative to the best compared isomer or geometry (same formula, charge and spin): 104.8 kcal/mol
* HOMO-LUMO gap: 0.2882 hartree

```
24
Properties=species:S:1:pos:R:3:forces:R:3:nbo_charge:R:1
N 1.2196 1.5437 0.0551 0.04 -1.44 0.19 -0.6797
H -1.4807 0.9320 -1.8894 0.01 0.00 0.00 0.1983
H -0.6174 2.4748 -1.7636 0.04 -0.04 0.07 0.2281
H 0.6575 -2.7098 0.8676 -0.08 0.14 0.00 0.2153
H -0.8650 1.3008 0.5242 0.06 0.05 0.00 0.1837
H -1.9727 -2.2480 0.2360 0.07 0.06 0.02 0.2065
C 1.3934 1.9486 1.4445 0.18 -0.18 0.18 -0.4257
C -0.2359 -1.0165 -0.1489 -0.26 0.70 -0.12 0.0712
C -0.5222 1.3921 -1.6445 -0.03 -0.22 0.06 -0.6378
H 1.7225 -1.3074 0.7539 0.01 -0.01 -0.01 0.2234
H 2.4241 2.2841 1.5739 -0.06 -0.06 0.05 0.2034
C 0.6805 -1.6120 0.9076 0.10 0.19 -0.04 -0.6645
H -1.9353 -0.7430 1.1705 0.05 -0.02 -0.06 0.2160
H 0.3898 -1.2895 1.9075 -0.03 -0.04 -0.02 0.2221
H 1.2129 1.1451 2.1757 0.02 0.02 -0.04 0.1613
C -0.0938 1.1119 -0.2308 -1.47 -0.74 -0.33 -0.0615
H 0.8668 0.2846 0.0273 1.42 1.46 0.08 0.4891
N 0.1310 -1.4845 -1.4549 0.03 -0.06 -0.03 -0.8655
C -1.7015 -1.1837 0.1985 0.02 -0.04 -0.08 -0.6445
H 0.7412 2.7838 1.7388 -0.06 -0.04 -0.23 0.1741
H 0.2360 1.0372 -2.3434 -0.01 0.00 0.08 0.2376
H 0.7433 -2.2925 -1.4738 -0.09 0.15 0.15 0.3696
H -0.6436 -1.6366 -2.0858 0.00 0.09 0.08 0.3698
H -2.3505 -0.7152 -0.5460 0.06 0.03 0.01 0.2098
```
Forces are in eV/Å.

# 4
DFT (ωB97M-V/def2-TZVPD) results for one molecule with the formula C3H4ClFS.

* total charge: 0
* HOMO level: -0.340 Ha
* energy relative to the best compared isomer or geometry (same formula, charge and spin): 23.9 kcal/mol
* HOMO-LUMO gap: 0.3151 hartree
* SMILES string: F[C@@H](C=S)CCl

```
10
Properties=species:S:1:pos:R:3:forces:R:3:nbo_charge:R:1
Cl 1.4574 1.0965 1.2428 0.69 -0.34 -0.11 -0.0599
H 0.9740 -1.2666 -0.3741 -1.22 -0.10 0.72 0.2196
H 0.1053 -0.6329 2.1928 0.18 -0.04 0.44 0.2419
F -0.7265 -2.0772 0.7161 0.95 0.02 -0.90 -0.3633
S -0.6805 0.6108 -2.1211 -0.30 -0.87 1.19 0.1085
C -0.0005 -0.9999 0.1302 -1.74 0.49 -1.17 0.1052
H -0.6489 0.6798 1.2991 -1.91 0.31 0.12 0.2273
H -2.1128 -0.4097 -0.3711 1.90 0.25 -0.92 0.2171
C 0.0922 -0.0574 1.2853 1.81 0.63 0.54 -0.3885
C -1.0360 -0.2909 -0.8125 -0.37 -0.35 0.09 -0.3078
```
Forces are in eV/Å.

# 5
DFT (ωB97M-V/def2-TZVPD) results for a 2-piece molecular cluster, CH6NOS overall.

* total charge: -1
* HOMO level: -0.117 Ha
* energy relative to the best compared isomer or geometry (same formula, charge and spin): 6.4 kcal/mol
* HOMO-LUMO gap: 0.2746 hartree

```
10
Properties=species:S:1:pos:R:3:forces:R:3:nbo_charge:R:1
H 1.1014 -0.6737 0.1286 -0.72 0.15 0.68 0.4984
C -0.6775 -0.2113 0.8749 0.09 -1.05 -0.14 0.1158
H -0.1845 1.2349 -0.4709 -0.18 -0.10 -0.21 0.3966
O 0.6495 -0.6340 1.0409 0.38 0.47 -0.46 -0.7943
H -1.1899 -0.9764 0.2580 -0.09 0.15 0.03 0.1090
H 2.6546 -0.5729 -2.1141 0.67 -0.08 -0.06 0.0978
H -1.7732 1.3193 0.0622 -0.34 -0.03 -0.35 0.3398
N -0.8244 1.1180 0.3068 0.91 0.28 0.78 -0.8927
H -1.1195 -0.2443 1.8802 -0.09 0.15 -0.14 0.1297
S 1.3634 -0.3595 -1.9666 -0.64 0.06 -0.13 -1.0000
```
Forces are in eV/Å.

# 6
DFT (ωB97M-V/def2-TZVPD) results for a 4-piece molecular cluster, C6H18IO6 overall.

* total charge: 0
* HOMO level (spin up / spin down): -0.363 / -0.363 Ha
* spin multiplicity: 2
* energy relative to the best compared isomer or geometry (same formula, charge and spin): 0.0 kcal/mol
* HOMO-LUMO gap (spin up / spin down): 0.3728 / 0.1835 hartree

```
31
Properties=species:S:1:pos:R:3:forces:R:3:nbo_charge:R:1
H -26.1678 -13.7072 -4.8613 0.07 0.03 0.04 0.4743
I -21.0102 -15.6349 -3.3198 -0.10 -0.02 -0.18 0.0524
C -24.3177 -13.6886 -5.4768 1.95 0.23 -0.98 -0.0790
H -20.6079 -16.2412 1.9213 -0.16 -0.02 0.32 0.4606
O -19.6832 -16.0333 2.0741 -0.17 -0.93 1.17 -0.7034
C -19.1476 -15.7709 0.8267 0.27 1.00 -1.20 -0.0963
C -22.8147 -12.7672 -0.5366 0.40 2.14 -1.23 -0.0888
H -22.8408 -12.1881 0.3864 -0.28 0.00 0.00 0.1815
O -22.5772 -12.1844 -3.0130 -0.90 0.77 0.03 -0.7211
O -21.8870 -13.7638 -0.3349 0.72 -1.41 0.09 -0.7151
O -25.6844 -13.8346 -5.6808 -0.62 -0.85 -0.10 -0.7168
H -20.1240 -17.2321 -0.2796 -0.15 -0.72 -0.15 0.1386
H -22.5723 -13.6858 -6.6577 0.41 -0.27 -0.39 0.1549
H -23.7923 -13.1872 -0.7730 -0.28 0.24 -0.04 0.1627
H -18.5260 -17.8470 0.3141 -0.32 0.05 0.38 0.1866
H -24.0826 -12.6257 -5.5315 0.18 0.25 -0.06 0.1582
O -23.0454 -15.7053 -6.3331 0.07 -0.67 -0.04 -0.7098
H -21.2295 -11.6543 -1.5768 0.32 -0.43 0.26 0.1651
H -19.0692 -16.3687 -1.9228 0.23 0.05 -0.08 0.4515
H -21.8545 -14.2236 -1.1770 0.36 -0.46 0.09 0.4490
H -19.8017 -14.9977 0.4238 -0.16 -0.08 -0.99 0.1621
H -22.6386 -10.8010 -1.3470 -0.88 0.22 -1.28 0.1884
C -22.3063 -11.7816 -1.6880 0.30 -0.94 2.01 -0.1015
H -23.9125 -13.9988 -4.5136 -0.47 -0.38 0.39 0.1400
H -22.4653 -15.7528 -5.5697 0.02 0.11 -0.03 0.4552
H -22.2094 -13.0529 -3.1920 0.19 -0.01 0.23 0.4595
C -19.0689 -17.0084 -0.1220 -0.08 0.99 1.28 -0.0835
C -23.4032 -14.3876 -6.5860 -2.10 1.52 1.23 -0.0814
O -18.4169 -16.7356 -1.3214 0.27 0.28 -0.67 -0.7150
H -18.2311 -15.1922 0.9411 0.53 -0.71 0.14 0.1777
H -24.0232 -14.3816 -7.4824 0.37 0.01 -0.24 0.1935
```
Forces are in eV/Å.

Maximum force: 0.020; 0.052; 0.040; 0.042; 0.024; 0.056 (Eh/bohr)